[1]
This record from the Open Molecules 2025 dataset describes C49H41BrClN5O3SSrTe as an isolated structure at a distorted geometry. The level of theory is ωB97M-V/def2-TZVPD.

Summary:
HOMO energy (alpha / beta) ... -4.63 / -4.74 eV
Energy relative to the best compared isomer or geometry (same formula, charge and spin) ... 139.4 kcal per mole
Calculated total energy ... -6122.4924 Eh
Total charge ... -1
2S+1 ... 2
F_max ... 7.55 eV Å⁻¹

Element x y z (Å)
C -1.74 -1.94 -0.61
C -0.76 -0.62 -7.06
C 4.60 1.26 -0.09
H 2.60 -7.10 0.90
H 1.67 -2.20 5.23
C 5.22 0.84 5.05
H 6.08 2.18 -1.31
C 4.28 1.08 4.04
O -1.42 0.71 0.78
H 1.62 3.41 6.23
H 1.46 5.61 1.80
C 4.32 -1.33 5.44
C -1.12 -6.01 -0.14
C 3.04 -1.19 -1.47
H 4.41 -5.45 1.42
C 6.73 -0.17 1.02
C 1.34 3.15 4.12
C 1.31 3.77 2.88
C 1.14 -5.56 0.55
H 3.39 3.01 0.03
C 3.08 -3.78 1.17
H -3.26 1.26 1.33
C 3.43 2.10 -0.57
C 2.29 -2.19 4.33
C 3.41 -5.14 1.19
H 0.06 2.57 -3.70
H -4.15 1.03 3.42
H 3.41 2.33 -1.63
C 4.37 0.31 0.94
N -0.79 -0.63 -3.30
C -0.16 1.55 -4.00
H 5.99 -1.13 7.62
N 1.90 -3.30 0.84
C -2.29 0.83 1.62
C 5.90 1.46 -0.53
Sr 0.72 1.19 -0.22
N -0.59 -2.32 -0.10
C 5.43 -0.38 1.48
O 0.57 3.43 0.64
C 6.38 -0.64 6.72
C 1.81 5.27 5.16
C -3.16 0.40 5.19
H 1.59 -2.03 3.51
H 3.84 -3.06 1.48
O 0.17 -0.26 2.84
C -2.78 -2.81 -0.97
H -1.93 -6.70 -0.37
H -1.35 -1.53 -7.13
H 4.21 3.22 4.02
H -1.22 0.14 -7.68
H -1.90 -0.23 6.81
H -1.88 -0.88 -0.75
H 2.70 1.39 -0.24
H 7.13 -1.30 6.29
H 5.40 2.52 2.91
H 3.68 2.49 2.52
H -3.37 -4.87 -1.03
C 2.42 -6.03 0.89
H 7.55 -0.73 1.46
C 1.16 2.96 1.64
C -0.65 -0.16 -5.63
H 2.74 -3.17 4.23
Cl -4.55 0.63 6.23
C -1.36 -4.61 -0.29
C -2.59 -4.15 -0.79
C -0.87 -0.03 3.53
H 5.28 -1.07 2.30
H 1.17 2.08 4.18
H 5.95 1.61 5.26
C 4.40 2.40 3.32
H 7.97 0.90 -0.35
H 6.88 0.29 7.02
C 3.34 -1.11 4.48
C -2.12 0.46 3.01
H -3.70 -2.41 -1.37
H 1.92 6.96 3.84
C 1.76 5.89 3.92
H 0.23 -0.83 -7.47
C 6.96 0.74 0.01
C 5.28 -0.36 5.73
C -0.41 0.56 -3.05
C -1.95 -0.05 5.75
N 1.69 1.72 1.70
C 0.08 -6.47 0.25
S 4.26 -2.04 -2.11
H 0.27 -7.53 0.35
C 3.32 0.10 3.76
H 0.08 -0.58 5.39
C -0.92 -1.02 -4.58
H -1.26 -2.03 -4.76
C -0.85 -0.25 4.96
H 2.03 5.85 6.05
H -0.08 1.86 -6.11
C 1.50 5.14 2.78
C 0.93 -4.16 0.50
C -0.37 -3.66 0.04
C 1.58 3.90 5.26
C -3.23 0.66 3.85
N 2.17 -0.57 -0.98
C -0.27 1.15 -5.31
H 4.34 -2.28 5.97
Te 2.34 -0.10 1.81
Br -2.02 2.80 -1.49


[2]
This record from the Open Molecules 2025 dataset describes a 9-piece molecular cluster, C49H42Cl2N8O16 overall at a distorted geometry. The level of theory is ωB97M-V/def2-TZVPD.

Summary:
HOMO energy ... -9.61 eV
SMILES ... O=[N+]([O-])c1ccccc1.O=[N+]([O-])c1ccccc1.O=[N+]([O-])c1ccccc1.O=[N+]([O-])c1ccccc1.O=[N+]([O-])c1ccccc1.O=[N+]([O-])c1ccccc1.O=[N+]([O-])c1ccccc1.O=[N+]([O-])c1ccccc1.ClCCl
Calculated total energy ... -4453.8713 Eh
Total charge ... 0
2S+1 ... 1
F_max ... 3.29 eV Å⁻¹

Element x y z (Å)
H 0.16 -5.97 3.00
N 2.15 -3.62 1.01
C -0.87 -6.29 -0.51
H -1.25 6.53 -0.44
C -0.85 2.38 -5.58
Cl -4.03 0.29 -1.35
H -1.97 -4.37 -0.91
O 0.69 -0.10 3.38
O 0.14 -0.25 -4.67
H -0.80 5.32 -2.98
H 7.24 3.24 0.16
H -1.68 -6.95 -0.78
H 0.17 -3.61 3.66
C 0.21 3.30 -5.49
C -0.72 1.05 -1.01
N -1.01 1.41 -6.67
N 5.03 6.16 -3.71
C 1.36 -5.87 0.40
O 1.38 -1.22 -6.21
H -2.75 3.73 -3.06
N 1.35 6.87 -1.31
C -4.93 -1.58 4.63
H 2.30 -6.28 0.72
C 0.38 -6.79 -0.10
C -0.77 0.24 0.10
H 3.72 4.56 -1.82
H -6.90 -4.34 5.00
C -1.51 -6.53 4.28
C -1.92 2.63 -4.68
C 2.80 -1.25 -1.73
H 1.66 1.79 2.05
O 3.12 -4.13 1.50
O 3.88 5.78 -4.06
C -5.05 -1.16 -1.30
H 0.99 3.22 -6.23
C -6.09 -3.72 4.64
N 0.04 -0.40 2.43
O -0.67 -1.40 2.45
O 5.68 7.03 -4.21
H -1.41 0.86 -1.82
O -3.12 -2.95 6.94
C 5.63 5.45 -2.57
C 5.44 3.84 -0.74
C -5.95 -2.48 5.14
O -8.01 -2.48 6.19
H 7.63 6.04 -3.00
C -0.80 4.47 -3.65
O 2.56 7.00 -1.40
H 8.66 4.66 -1.32
C 0.86 6.19 -0.08
C -2.42 -6.00 5.19
Cl -4.23 -2.46 -0.45
H -3.47 -3.61 2.40
H -0.43 -2.94 0.05
H -5.27 -1.38 -2.35
C 1.81 5.64 0.85
C -4.04 -2.01 3.69
H 0.28 2.62 -2.00
C 2.03 -0.72 -2.80
C -4.16 -3.29 3.17
H 1.97 4.54 2.68
H 3.30 -2.63 -5.33
C -0.05 4.80 2.16
C 0.94 1.61 1.26
C 7.59 4.62 -1.36
H 1.41 0.15 -2.64
C 1.08 2.31 0.03
H -0.28 4.32 3.10
C 1.31 4.97 1.94
H -5.27 -5.18 3.23
H -1.40 -0.63 0.21
C 0.22 2.08 -1.07
C 2.16 -1.30 -4.09
H -3.14 -6.67 5.63
N 1.17 -0.83 -5.09
H 2.64 -0.82 -0.75
C -0.93 5.37 1.30
H 1.06 5.05 -4.74
H -1.31 -2.84 5.36
H -2.78 1.98 -4.58
H -3.26 -1.39 3.26
C 7.01 5.46 -2.34
C 3.93 -2.72 -3.25
O -6.50 -1.11 6.94
C 4.80 4.65 -1.76
C -0.19 -3.99 -0.02
H 4.69 -3.46 -3.45
C 3.72 -2.28 -1.93
C -1.40 -3.87 5.04
H -1.96 5.10 1.49
C 0.13 0.49 1.19
O 1.92 -2.46 1.09
H -6.00 -0.88 -0.85
O -4.18 -4.78 6.87
H -4.84 -0.58 5.02
C -2.39 -4.67 5.54
C -0.50 6.12 0.22
O -2.10 0.85 -6.80
O 0.49 7.34 -2.04
C -1.88 3.61 -3.70
O -0.05 1.10 -7.36
H 4.81 3.22 -0.12
C -1.12 -4.90 -0.52
C -0.57 -5.67 3.73
C 6.80 3.83 -0.63
H 0.64 -7.84 -0.14
N -3.28 -4.09 6.56
C -5.21 -4.16 3.58
H 4.31 -2.59 -1.08
H -1.53 -7.52 3.83
N -6.88 -1.98 6.16
H 2.87 5.75 0.70
H 1.78 3.12 -0.10
C 3.13 -2.26 -4.33
C 0.26 4.34 -4.59
C 1.11 -4.48 0.43
C -0.51 -4.34 4.07


[3]
This record from the Open Molecules 2025 dataset describes C49H42N2NiO2P2SSi as an isolated structure. The level of theory is ωB97M-V/def2-TZVPD.

Summary:
HOMO energy (alpha / beta) ... -7.38 / -7.38 eV
Energy relative to the best compared isomer or geometry (same formula, charge and spin) ... 0.0 kcal per mole
Calculated total energy ... -5031.2218 Eh
Total charge ... 0
2S+1 ... 1
F_max ... 0.78 eV Å⁻¹

Element x y z (Å)
C 3.47 0.79 -3.12
C 4.74 -0.68 6.20
H -6.80 1.03 -2.32
C -1.76 -5.52 -0.61
C -1.90 -2.66 3.77
C 2.45 -0.53 3.17
H 1.77 0.16 2.69
C 0.83 3.05 3.59
C -1.46 2.93 -1.27
C -0.42 -2.03 -4.15
H -3.89 -1.83 4.00
C -5.80 0.62 -2.23
H 4.29 0.19 6.67
H 0.27 2.85 4.50
H 5.43 -0.05 -2.89
C 1.23 2.60 1.25
C -3.25 -0.43 -1.98
H -3.56 -0.23 2.12
H -0.41 -3.03 -3.72
C -1.49 4.85 -2.73
C 3.55 -2.67 3.19
H 0.08 -3.31 3.26
C -4.15 -1.01 -2.87
H -1.78 -6.56 -0.31
H 3.70 -3.65 2.75
C -2.94 -4.80 -0.72
H -2.35 2.87 1.90
H 0.42 -2.69 -6.01
C -0.89 -0.96 -3.41
H 1.48 1.55 -3.05
H -3.89 -5.28 -0.50
H -3.60 3.34 0.76
C -0.61 -1.69 2.02
H -2.04 5.57 -3.33
C 4.01 -1.06 4.94
C -1.70 -2.83 -1.36
H 2.87 3.68 0.37
H 0.39 -5.43 -0.73
C -0.72 -2.63 3.06
P 0.71 1.68 -0.24
Ni -0.73 0.02 0.14
C -3.07 2.48 1.19
O 1.52 -3.70 1.34
C -0.10 4.91 -2.71
H -3.86 -1.87 -3.45
C 2.28 1.31 -1.08
H -0.29 1.64 2.41
C -2.96 -1.80 3.46
Si -2.23 1.56 -0.23
H 4.91 -3.00 4.81
S 1.77 -2.29 1.15
H -3.84 -2.91 -1.15
H 1.71 4.01 -1.96
C 2.28 3.51 1.27
H 2.15 4.46 4.52
H 5.78 -0.43 5.98
P -1.56 -1.06 -1.70
C -3.59 0.70 -1.22
C -0.90 0.31 -3.99
C 4.52 0.41 -1.00
H 3.38 0.89 0.73
H -3.80 1.88 1.73
C 3.12 -0.18 4.34
O 2.52 -1.91 -0.01
C -2.91 -3.46 -1.09
C 4.22 -2.30 4.35
H -2.01 -3.38 4.57
C -0.54 -4.89 -0.86
H 3.48 0.74 -4.20
H 0.45 -3.07 -1.38
C -4.89 1.21 -1.37
C 0.62 3.98 -1.97
H -0.49 1.49 -5.73
N -1.63 -0.84 1.74
C 2.66 -1.78 2.61
H 5.36 0.06 -0.41
C -0.51 -3.56 -1.22
C -0.47 0.50 -5.29
C 0.51 2.37 2.43
C 2.33 1.25 -2.47
H 0.38 -0.44 -7.03
C -2.16 3.89 -2.01
H 0.42 5.67 -3.28
H -3.25 3.85 -2.04
H 2.94 0.79 4.78
N 0.42 -1.42 1.15
H -1.27 1.17 -3.42
C -5.43 -0.48 -2.99
C 1.88 3.95 3.60
C 0.04 -1.84 -5.44
H 3.43 4.88 2.45
H 4.75 -1.50 6.91
C -0.06 2.99 -1.29
C 4.56 0.36 -2.38
H -5.19 2.07 -0.78
C -2.78 -0.91 2.42
C 2.61 4.18 2.44
C 3.39 0.89 -0.35
H -6.14 -0.94 -3.67
C 0.02 -0.58 -6.02


[4]
This record from the Open Molecules 2025 dataset describes C49H42N7OS2Sc as an isolated structure. The level of theory is ωB97M-V/def2-TZVPD.

Summary:
HOMO energy (alpha / beta) ... -4.75 / -5.91 eV
Energy relative to the best compared isomer or geometry (same formula, charge and spin) ... 114.8 kcal per mole
Calculated total energy ... -3908.0985 Eh
Total charge ... 0
2S+1 ... 1
F_max ... 0.83 eV Å⁻¹

Element x y z (Å)
H 3.29 0.26 3.04
H 3.10 -2.58 3.74
H 7.09 -1.43 3.53
C -2.78 4.95 -0.35
H -6.46 -2.26 2.76
N 0.88 0.12 1.02
H 0.90 -1.06 -4.13
C 2.54 -3.98 -3.37
C -0.20 -2.91 -4.33
C -3.92 -1.95 -2.79
H 3.42 3.06 2.81
C 1.10 -2.12 -4.30
C -2.86 -1.25 -3.32
C 1.56 -3.60 2.63
C -1.66 4.53 4.36
H -3.40 4.45 -2.92
H 0.47 1.51 -3.70
C -3.47 -0.79 3.26
H 2.05 -4.57 -1.35
C -1.82 3.31 -1.98
C -2.07 -0.50 -2.46
C -3.43 -1.04 -0.58
O 3.11 0.02 -0.84
H -0.61 -2.21 0.36
C 5.08 -0.08 1.14
C -0.36 2.18 -3.49
H 1.79 -4.57 3.06
C -2.11 3.57 -4.37
H -0.38 2.00 2.55
H 1.59 -2.18 -5.28
H -0.41 2.85 4.84
N 3.32 -2.23 -1.37
H -0.63 2.58 -5.58
N -1.69 2.94 0.44
C -3.87 -1.04 0.87
C -0.96 2.89 2.76
H -2.64 -1.29 -4.38
C -1.66 3.50 1.72
H 3.61 -3.96 -3.21
N 2.04 -2.60 -3.29
C 5.98 -2.55 2.06
H -0.03 -3.95 -4.62
S 2.45 4.64 1.19
H 6.31 0.77 2.67
C 4.62 -1.26 0.52
C -5.49 -1.81 2.55
C -0.77 2.38 -2.16
S 2.05 -0.12 -2.11
C -4.18 -1.86 -1.43
C 1.79 0.78 1.67
H -2.30 1.21 1.59
C 0.20 -2.30 1.09
C -2.35 4.72 2.02
C 1.35 3.89 0.12
C -3.10 -0.56 1.94
C 3.69 -1.22 -0.55
C -4.65 -1.44 3.58
H 0.81 4.42 -0.65
C -2.52 3.83 -3.08
C -2.15 3.75 -0.61
H -3.46 6.37 1.13
C 2.29 -2.50 3.02
H 0.80 -4.98 -2.54
C 2.75 3.15 1.96
C 1.95 -1.29 2.43
N 2.46 0.00 2.55
H -2.65 3.98 -5.21
C -0.99 2.77 -4.58
Sc -0.74 1.13 -0.29
H -4.98 -2.48 -1.05
C 5.95 -0.15 2.22
H 6.33 -3.51 2.41
C -5.11 -1.60 1.23
H 2.29 -5.92 -2.47
H -0.04 -4.40 1.42
C -2.34 5.19 3.34
N 1.21 2.62 0.33
C 5.10 -2.50 0.99
H -0.69 -2.89 -3.35
H -2.87 6.12 3.56
H -4.92 -1.61 4.62
C -2.96 5.43 0.94
C -2.31 -0.33 -1.08
H -2.82 -0.42 4.05
C 1.99 2.19 1.38
H -3.11 5.55 -1.19
H -5.81 -1.88 0.46
H -0.88 -2.47 -5.06
N -1.94 0.26 1.72
C 2.48 -1.83 -2.29
C 0.94 -1.19 1.47
C 0.52 -3.51 1.69
H -1.42 0.30 2.58
C 6.40 -1.38 2.69
H 2.36 -4.31 -4.40
H 4.77 -3.42 0.51
C 1.87 -4.92 -2.37
C -0.96 3.38 4.06
H 4.75 0.89 0.77
H -1.22 0.00 -2.91
H -1.68 4.93 5.37
H -4.55 -2.58 -3.42


> Which value of total charge does entry 4 give?

0


> Look up the F_max of the second one.

3.29 eV Å⁻¹


> Which of these has the highest 2S+1?

C49H41BrClN5O3SSrTe


> What is the 2S+1 in the first record?

2